C3H3O3S | the ωB97M-V functional and the def2-TZVPD basis

```
! RIJCOSX wB97M-V def2-TZVPD def2/J DEFGRID3
* xyz -1 1
O 0.32906 0.10216 -0.77525
H 0.99810 -0.73440 2.41002
S 0.25624 1.62410 -2.02617
H -1.85338 -0.95988 0.93837
H 0.75255 -1.58346 0.93918
O -1.19545 1.87540 -2.03752
C 0.31930 -0.76749 1.48439
C -1.11831 -1.02020 1.85636
C 0.65033 0.29009 0.43757
O 0.86156 1.17369 -3.22695
*
```

Computed properties:
LUMO level (spin up / spin down) = 3.39 / 2.96 eV
orbital gap (spin up / spin down) = 6.8 / 6.3 eV
HOMO level (spin up / spin down) = -3.446 / -3.349 eV
maximum force = 4.4 eV/Å
energy above the lowest of the compared OMol25 structures with the same formula, charge and spin = 145.0 kcal/mol